1.
{
  "formula": "C14H26ClFN5S2",
  "method": "ωB97M-V with the def2-TZVPD basis set",
  "total_charge": 1,
  "gap_ev": 7.747,
  "e_lumo_ev": -3.120,
  "elements": ["C", "C", "C", "C", "N", "C", "C", "C", "C", "N", "C", "N", "C", "N", "Cl", "N", "F", "C", "S", "S", "C", "C", "C", "H", "H", "H", "H", "H", "H", "H", "H", "H", "H", "H", "H", "H", "H", "H", "H", "H", "H", "H", "H", "H", "H", "H", "H", "H", "H"],
  "positions_angstrom": [[2.635739, -2.768986, 0.350451], [1.776343, -2.452930, -0.870416], [1.505335, -0.959262, -0.992059], [0.786446, -0.572840, -2.291259], [-0.379397, 0.305814, -2.048046], [-0.040176, 1.741393, -2.241844], [0.480710, 2.361480, -0.941483], [-0.610095, 3.002129, -0.063609], [-0.923077, 2.312666, 1.270461], [0.196994, 1.565594, 1.862620], [0.206203, 0.327893, 2.309876], [1.392716, -0.053323, 2.752719], [2.194024, 0.992426, 2.573545], [3.492290, 1.004120, 2.870255], [4.506627, 2.321743, 2.644791], [1.473090, 1.988644, 2.039191], [1.806848, 3.226626, 1.691561], [-1.468998, 0.008152, -2.953321], [-1.360339, 0.051551, -4.557207], [-3.010268, -0.223280, -2.148970], [-2.573096, -1.331226, -0.777838], [-3.768509, -1.508403, 0.164612], [-3.319025, -2.076918, 1.528188], [2.111675, -2.468276, 1.261234], [2.842254, -3.830649, 0.440178], [3.566708, -2.204173, 0.321850], [0.837599, -3.001760, -0.781654], [2.286104, -2.822324, -1.760523], [2.468635, -0.449445, -0.907364], [0.904285, -0.663480, -0.130237], [1.490177, -0.137426, -3.000292], [0.419828, -1.488244, -2.749916], [0.735876, 1.841774, -3.002584], [-0.906339, 2.278972, -2.614726], [1.200380, 3.136866, -1.203477], [1.049140, 1.590104, -0.430837], [-0.399870, 4.052719, 0.106894], [-1.543293, 2.979149, -0.623990], [-1.222204, 3.063625, 2.000214], [-1.740682, 1.603952, 1.196309], [-0.661872, -0.307053, 2.319002], [3.901686, 0.168256, 3.255931], [-2.284418, -2.279945, -1.226918], [-1.704084, -0.939840, -0.254696], [-4.226329, -0.531529, 0.297035], [-4.469315, -2.196296, -0.294813], [-2.255172, -2.302387, 1.528545], [-3.543177, -1.366392, 2.322442], [-3.857972, -2.989251, 1.760172]],
  "atomic_forces_ev_per_a": [[-0.3732, 0.2510, 0.1335], [0.3025, -0.1833, 0.2480], [0.1972, -0.1754, -0.0206], [-0.1369, -0.2792, 0.5005], [-0.1396, 0.2612, -0.8229], [0.4272, -0.2112, 0.5702], [-0.0881, 0.3339, -0.3730], [-0.0807, -0.5037, -0.1979], [0.1697, 0.9708, 0.1211], [-0.7902, -0.1989, -0.2181], [0.2599, -0.5048, 0.2388], [0.0149, -0.2468, 0.1252], [0.4407, 0.0756, 0.0112], [-0.0151, 0.0271, 0.0148], [0.0343, 0.0619, -0.0191], [-0.0048, 0.2538, -0.0701], [-0.0326, 0.0719, 0.0011], [0.0836, 0.0860, 0.4255], [0.0135, -0.0548, -0.2563], [-0.1691, -0.0498, -0.0631], [-0.0211, -0.0261, -0.0732], [0.7683, -0.0965, 0.0192], [-0.3782, 0.2212, -0.2483], [-0.0061, 0.0007, 0.0633], [0.1601, -0.0831, -0.0580], [0.1891, -0.1167, -0.0511], [-0.1327, 0.0075, -0.1645], [-0.0535, 0.0323, -0.1595], [0.0118, 0.1918, 0.0060], [-0.1217, 0.1187, 0.0061], [-0.0353, 0.1378, -0.1443], [-0.0936, -0.0541, -0.0603], [-0.0198, -0.1208, -0.1984], [-0.1477, 0.0568, 0.0942], [0.0382, 0.0534, -0.0064], [0.0591, -0.0679, 0.1600], [0.1606, 0.0547, 0.1421], [-0.1235, 0.0603, 0.0202], [-0.0668, -0.0060, 0.0900], [0.1360, -0.3284, -0.0759], [-0.2159, 0.0423, -0.1047], [-0.0081, -0.0811, 0.0384], [0.0313, -0.1347, 0.0923], [0.0856, 0.2165, 0.0418], [-0.3294, -0.0157, 0.0151], [-0.3047, 0.1792, -0.1032], [0.1355, -0.0831, 0.0796], [0.1273, -0.0102, 0.1274], [0.0417, -0.1339, 0.1033]],
  "lowdin_charge": [-0.111, -0.263, -0.211, -0.190, -0.217, -0.195, -0.158, -0.140, -0.059, 0.014, -0.067, 0.196, -0.370, -0.341, 0.760, 0.028, 0.136, -1.164, 0.761, 0.918, -0.493, -0.303, -0.098, 0.054, 0.074, 0.070, 0.110, 0.116, 0.112, 0.077, 0.120, 0.111, 0.116, 0.112, 0.118, 0.080, 0.112, 0.117, 0.136, 0.133, 0.150, 0.125, 0.087, 0.045, 0.089, 0.106, 0.056, 0.067, 0.073]
}

2.
{
  "formula": "C14H26F3N2O4S",
  "method": "ωB97M-V with the def2-TZVPD basis set",
  "total_charge": 1,
  "gap_ev": 7.250,
  "e_lumo_ev": -5.013,
  "elements": ["C", "N", "C", "C", "C", "C", "C", "O", "N", "C", "S", "C", "C", "C", "O", "C", "F", "F", "F", "O", "C", "C", "C", "O", "H", "H", "H", "H", "H", "H", "H", "H", "H", "H", "H", "H", "H", "H", "H", "H", "H", "H", "H", "H", "H", "H", "H", "H", "H", "H"],
  "positions_angstrom": [[3.625105, 1.816957, 2.299572], [3.614449, 0.424390, 1.709959], [2.260979, -0.268287, 1.901967], [1.058863, 0.336898, 0.968509], [1.507813, 1.198358, -0.393232], [2.557105, 0.392028, -1.359149], [2.168992, 0.387936, -2.956866], [3.891353, 1.075686, -1.274207], [0.426814, 1.367805, 1.928165], [-0.518947, 0.839489, 2.815116], [-0.642175, -1.031790, 2.445062], [-0.251203, -0.642930, 0.614725], [0.012164, -2.134244, 0.023261], [-0.574476, -2.445407, -1.474569], [-0.530552, -1.264143, -2.397755], [-2.001531, -3.256856, -1.513673], [-2.399899, -3.894472, -0.238352], [-3.162766, -2.477128, -1.994487], [-1.841793, -4.391205, -2.499634], [-1.330434, 0.215975, 0.129954], [-2.668846, -0.299227, 0.441672], [-3.683706, 0.369207, -0.709970], [-4.045687, 1.884628, -0.117722], [-4.949489, -0.365836, -0.856990], [3.677325, 2.592751, 1.394563], [2.731877, 2.057977, 3.019539], [4.620564, 2.011694, 2.923940], [4.368045, -0.129894, 2.196423], [2.439288, -1.397946, 1.627368], [2.051538, -0.212820, 3.069160], [0.595248, 1.529106, -1.046791], [1.976207, 2.206635, 0.042353], [2.729588, -0.682175, -0.906670], [3.170260, 0.622675, -3.562120], [1.409444, 1.231875, -3.275797], [1.837674, -0.690708, -3.343090], [3.765786, 2.068846, -1.194325], [0.609089, 2.399156, 1.947034], [-1.156113, 1.421164, 3.612857], [1.197526, -2.259572, -0.061113], [-0.309880, -2.916774, 0.851668], [0.218012, -3.197007, -1.961260], [-1.354868, -0.707614, -2.303580], [-2.749334, -1.465698, 0.492432], [-3.112417, 0.100778, 1.476520], [-3.113459, 0.550469, -1.740047], [-4.838408, 1.798265, 0.744946], [-4.488843, 2.481600, -1.050145], [-3.082623, 2.458962, 0.240579], [-5.713656, 0.290423, -0.685801]],
  "atomic_forces_ev_per_a": [[1.1683, 1.1320, -0.2173], [-1.0238, 0.1077, 1.3725], [1.6954, -1.2820, 0.3622], [-0.2564, 1.5068, -1.3526], [0.1271, 0.3100, 0.4413], [0.8245, 1.0458, -0.0747], [0.7857, -0.5020, -0.7338], [-1.7614, 0.4624, 0.2736], [-4.1120, -1.3703, 3.1112], [2.5042, -0.6765, -2.8735], [-0.4700, 3.3636, 0.6380], [0.4737, 0.6371, 1.9402], [1.0220, 0.0344, -0.0531], [0.8938, -0.1355, -0.7952], [-1.3247, -1.6113, 2.0257], [-2.0474, -2.0563, -1.2937], [1.3254, 2.1846, -3.8843], [3.9045, -2.3555, 1.7475], [-0.6441, 3.6685, 3.2707], [0.8088, -2.3509, 0.6769], [-2.6118, -0.0177, -0.4294], [0.0646, 1.7555, 1.2330], [0.1363, -0.1452, -1.3684], [0.6026, 2.1494, 0.5866], [-0.3518, -1.4575, 2.0914], [1.5507, -0.4971, -1.3139], [-2.1858, -0.5292, -1.3694], [-1.4419, 0.5782, -0.7929], [-0.4519, 2.1709, 0.5146], [-0.3887, -0.1885, -2.5391], [1.3667, -0.8907, 1.6012], [-0.6925, -2.2412, -1.1608], [-0.2398, 2.1251, -1.1448], [-2.1317, -0.5035, 1.5665], [1.3034, -1.8726, 0.8521], [0.3562, 2.5690, 0.9923], [-0.0241, -1.9071, -0.2817], [-0.0425, -1.3493, -0.3301], [1.6460, -1.0776, -1.6967], [-2.6466, 0.3759, 0.1240], [0.3805, 1.4013, -2.1117], [-2.0887, 1.5667, 1.0847], [1.0917, -1.0090, 0.1503], [0.3612, 2.1319, -0.3573], [1.3507, -0.7773, -2.0981], [-1.2423, -0.8040, 2.0867], [1.6102, 0.1763, -1.6531], [0.7893, -1.1127, 2.2567], [-1.9121, -1.2157, -0.6452], [1.9484, -1.5169, -0.4292]],
  "lowdin_charge": [-0.147, -0.126, -0.171, -0.296, -0.045, -0.323, -0.070, -0.131, 0.028, -0.126, 1.011, -0.505, -0.077, -0.160, -0.055, -0.182, 0.020, 0.039, 0.004, -0.192, -0.158, -0.329, -0.081, -0.090, 0.088, 0.078, 0.114, 0.126, 0.135, 0.129, 0.130, 0.117, 0.144, 0.103, 0.093, 0.089, 0.102, 0.175, 0.155, 0.137, 0.121, 0.189, 0.096, 0.129, 0.136, 0.154, 0.100, 0.107, 0.088, 0.125]
}

3.
{
  "formula": "C14H26IOP2RuS",
  "method": "ωB97M-V with the def2-TZVPD basis set",
  "relative_energy_kcal_mol": 0.0,
  "total_charge": 3,
  "s_squared": 6.039,
  "multiplicity": 5,
  "gap_ev": [7.442, 4.704],
  "e_lumo_ev": [-9.999, -14.312],
  "elements": ["C", "I", "H", "H", "H", "Ru", "P", "C", "C", "H", "H", "H", "H", "H", "H", "C", "H", "H", "H", "P", "C", "C", "H", "H", "H", "C", "H", "H", "H", "H", "H", "H", "C", "O", "S", "C", "C", "C", "C", "C", "C", "H", "H", "H", "H", "H"],
  "positions_angstrom": [[-0.427225, 0.025031, -4.953985], [0.934416, -0.245615, -3.201945], [0.195454, 0.261196, -5.834927], [-1.104974, 0.842227, -4.739656], [-0.932995, -0.932700, -5.084884], [-0.467304, -0.061062, -0.953733], [-0.238825, 2.228224, -0.847272], [-1.787407, 3.128219, -1.198141], [0.348302, 2.950040, 0.730156], [0.528619, 4.028517, 0.605982], [0.981454, 4.033945, -1.947235], [1.285442, 2.457348, 1.022281], [1.988079, 2.565595, -1.717981], [-2.507807, 2.945500, -0.387493], [-0.386592, 2.786105, 1.529654], [0.992383, 2.934048, -2.001914], [-1.586445, 4.208627, -1.283214], [0.774677, 2.604720, -3.026286], [-2.218906, 2.759172, -2.139665], [-0.203827, -2.321554, -0.537125], [-1.766246, -3.240637, -0.748069], [1.032129, -3.247689, -1.540721], [1.343535, -2.273888, 1.317666], [0.570689, -3.886198, 1.172903], [-0.326371, -2.497672, 1.894776], [0.397380, -2.799530, 1.125672], [2.025827, -2.823734, -1.348722], [1.029698, -4.309741, -1.250873], [-1.592411, -4.326966, -0.673725], [-2.191961, -3.001508, -1.733652], [0.803969, -3.151949, -2.607135], [-2.475283, -2.921125, 0.029282], [-2.280483, -0.074452, -1.266964], [-3.448620, -0.063372, -1.315950], [-1.229797, 0.152888, 1.349685], [-0.039134, 0.138960, 2.603919], [1.326938, 0.153718, 2.273772], [2.285941, 0.141782, 3.286584], [1.905490, 0.109632, 4.628331], [0.544730, 0.084973, 4.965918], [-0.436909, 0.099722, 3.973039], [1.582280, 0.159321, 1.210549], [3.337034, 0.151849, 3.009344], [2.659878, 0.102573, 5.414396], [0.288590, 0.050276, 6.024434], [-1.513426, 0.075195, 4.172946]],
  "atomic_forces_ev_per_a": [[0.2642, -0.1954, -0.3066], [-0.4924, 0.0577, -0.9986], [0.0315, -0.1627, 0.7140], [0.0194, -0.0032, 0.2639], [0.1154, 0.1862, 0.1850], [1.9807, 0.0050, 0.4924], [0.4554, 2.8217, 0.3790], [-0.1494, -0.2861, -0.0230], [-0.0952, -0.2216, 0.1219], [-0.0686, -0.3535, 0.0153], [-0.0962, -0.3616, 0.0759], [-0.1100, 0.2887, -0.1004], [-0.2020, 0.1334, -0.1529], [0.1476, 0.0899, -0.2385], [0.1418, 0.2196, -0.2292], [0.0449, -0.2448, -0.1803], [0.0007, -0.3840, 0.0565], [0.1045, 0.3362, 0.3026], [0.0721, 0.2022, 0.2420], [0.5036, -2.7920, 0.7674], [-0.1005, 0.2298, -0.0536], [-0.1032, 0.4137, -0.1917], [-0.1209, -0.2875, -0.0288], [-0.0969, 0.3968, -0.0506], [0.1779, -0.2847, -0.1746], [-0.1836, 0.3183, 0.1390], [-0.1408, -0.1427, -0.1000], [-0.1210, 0.3756, 0.0082], [0.0088, 0.4085, -0.0101], [0.0647, -0.1783, 0.2792], [0.0868, -0.1820, 0.2393], [0.1231, -0.1333, -0.2282], [-6.6654, -0.0394, -0.8399], [4.0339, -0.0273, 0.0960], [-0.0494, -0.2519, -0.4710], [0.1063, 0.0206, 0.0571], [-1.7821, -0.0689, -0.8574], [1.2519, -0.0160, 1.7679], [0.0895, 0.0135, -0.1788], [1.9540, -0.0321, 1.4262], [-1.3368, 0.0937, -2.5857], [0.1561, -0.0033, 0.3328], [-0.0527, 0.0139, 0.1652], [-0.1874, -0.0087, -0.1997], [-0.1903, 0.0182, -0.2133], [0.4103, 0.0180, 0.2862]],
  "lowdin_charge": [-0.313, 1.108, 0.045, 0.015, 0.025, 0.257, 0.670, -0.211, -0.243, 0.085, 0.082, 0.041, 0.057, 0.069, 0.040, -0.286, 0.084, 0.004, 0.062, 0.676, -0.216, -0.282, 0.044, 0.085, 0.039, -0.242, 0.055, 0.080, 0.083, 0.064, 0.014, 0.066, -0.417, 0.146, 0.864, -0.589, -0.053, 0.072, 0.046, 0.094, 0.059, 0.103, 0.155, 0.152, 0.162, 0.153]
}

4.
{
  "formula": "C14H26InO7",
  "method": "ωB97M-V with the def2-TZVPD basis set",
  "total_charge": -1,
  "gap_ev": 6.204,
  "e_lumo_ev": 2.548,
  "elements": ["C", "C", "In", "C", "O", "C", "O", "C", "C", "O", "H", "H", "H", "H", "H", "H", "H", "H", "H", "H", "H", "H", "H", "H", "O", "C", "O", "C", "C", "C", "H", "H", "H", "H", "H", "H", "O", "C", "O", "C", "C", "C", "H", "H", "H", "H", "H", "H"],
  "positions_angstrom": [[-1.057821, -0.509225, 2.199111], [-1.250923, -0.850376, 0.952587], [-0.442290, -2.799116, 0.212926], [1.225952, -2.526696, -1.254428], [0.801271, -2.233843, -2.608773], [1.867133, -1.918354, -3.386909], [1.393833, -1.490960, -4.641305], [2.274019, -1.774358, -5.679437], [1.577209, -1.404360, -6.955888], [2.347073, -1.878971, -8.063476], [-1.019305, 0.514903, 2.532481], [-0.969182, -1.309939, 2.918380], [-1.800093, -0.156336, 0.326129], [0.251566, -3.652277, 1.643103], [-1.796372, -3.796673, -0.393325], [1.913844, -1.742673, -0.928541], [1.805427, -3.453405, -1.281929], [2.439836, -1.099178, -2.934546], [2.543412, -2.778444, -3.491380], [2.528154, -2.831200, -5.743181], [3.194734, -1.190642, -5.624399], [1.468016, -0.325593, -6.999185], [0.596582, -1.855873, -6.964453], [2.325187, -1.197602, -8.745017], [0.935766, 0.160726, 5.244652], [1.724700, 0.575860, 4.448365], [1.371892, 1.124461, 3.264075], [2.536029, 1.432251, 2.487840], [3.671466, 1.549375, 3.496225], [3.240006, 0.552345, 4.568520], [2.694106, 0.622274, 1.772882], [2.361444, 2.355338, 1.940142], [4.651120, 1.347559, 3.065353], [3.690250, 2.556709, 3.917392], [3.587276, -0.458855, 4.353137], [3.550612, 0.848273, 5.566690], [-2.100754, 2.509237, 1.326420], [-3.274496, 2.375097, 1.482939], [-3.900341, 1.170395, 1.534060], [-5.317306, 1.356265, 1.629367], [-5.511188, 2.758125, 2.189116], [-4.301823, 3.489678, 1.617032], [-5.747238, 1.247205, 0.630383], [-5.729389, 0.584800, 2.275697], [-6.470338, 3.199428, 1.920577], [-5.445054, 2.734063, 3.278059], [-4.499593, 3.900138, 0.625786], [-3.934409, 4.270445, 2.276746]],
  "atomic_forces_ev_per_a": [[0.0621, 0.1066, 1.1474], [-0.5710, -1.3953, -1.7130], [-0.7058, -0.0520, 0.3265], [-0.4027, -0.1605, -0.0527], [-0.5798, 0.0122, 0.4786], [0.3363, 0.2960, -0.0021], [-0.1636, -0.2321, 0.1295], [-0.0180, 0.1096, -0.4397], [0.1471, 0.0828, -0.3058], [0.0600, 0.3035, -0.1899], [-0.7357, 0.2632, 0.4239], [1.0534, 0.0844, 0.4865], [0.7784, 0.6591, -0.4779], [0.0773, 0.1518, -0.1494], [0.1637, -0.0265, -0.1905], [0.0955, 0.2355, 0.0988], [0.1757, -0.1898, 0.0005], [0.2178, 0.2078, 0.1087], [0.1274, -0.2173, -0.2296], [0.1281, -0.2927, 0.2134], [0.3108, 0.0062, 0.2124], [-0.1292, 0.2570, -0.0402], [-0.4202, -0.1503, -0.0111], [0.0330, -0.2642, 0.1207], [-0.0762, 0.1960, 0.0071], [0.0329, -0.3079, -0.0036], [0.0856, 0.1531, 0.2791], [0.0817, -0.0151, -0.1541], [0.1040, -0.0626, 0.0932], [0.1048, 0.4048, -0.2238], [-0.0174, -0.0158, 0.0079], [-0.1703, -0.0320, 0.0032], [-0.0419, -0.0398, -0.0519], [-0.0052, 0.0043, -0.0178], [-0.0284, -0.0366, 0.0630], [-0.0665, -0.2086, 0.0895], [0.0514, -0.0700, 0.0175], [-0.0257, 0.1299, -0.1812], [0.0233, 0.2917, 0.0454], [-0.0924, -0.0965, 0.0070], [-0.0291, 0.1718, -0.0151], [-0.3046, -0.2157, 0.3631], [-0.0067, 0.0115, -0.0020], [0.1194, -0.1007, -0.0423], [0.0017, -0.0546, -0.0507], [-0.0021, -0.0252, -0.0021], [0.0669, 0.0411, -0.0076], [0.1540, 0.0820, -0.1687]],
  "lowdin_charge": [-0.206, -0.310, 0.419, -0.325, -0.196, -0.342, -0.081, -0.244, -0.238, -0.074, 0.016, 0.018, -0.011, -0.124, -0.148, 0.023, 0.025, 0.128, 0.128, 0.128, 0.129, 0.120, 0.118, 0.077, 0.120, -0.487, 0.016, -0.149, -0.163, -0.079, 0.131, 0.125, 0.110, 0.112, 0.130, 0.117, 0.129, -0.481, 0.024, -0.159, -0.164, -0.081, 0.126, 0.125, 0.109, 0.115, 0.126, 0.119]
}